This record from the Open Molecules 2025 dataset describes the molecule C5H5NO. The level of theory is ωB97M-V/def2-TZVPD.

Each line ends with the Löwdin charge.
CARTESIAN COORDINATES (ANGSTROEM)
O  -1.61  -0.73  0.86  0.103
C  -0.78  0.10  0.55  -0.395
C  -0.27  1.08  1.50  -0.024
C  0.27  1.84  2.26  0.158
C  -0.14  0.12  -0.80  -0.262
C  0.79  -1.00  -1.09  -0.120
N  -0.52  -0.94  -1.72  0.042
H  0.75  2.51  2.94  0.039
H  0.10  1.10  -1.21  0.144
H  0.98  -1.72  -0.30  0.116
H  1.62  -0.81  -1.76  0.104
H  -1.17  -1.55  -1.22  0.095

Calculated values
Relative energy (zero: lowest compared OMol25 entry of this formula, charge and spin) = 71.9 kcal per mole
Kohn-Sham gap = 10.091 eV
Strongest force on any atom = 0.6 eV Å⁻¹
E_LUMO = 0.002 Ha
SMILES = C#CC(=O)[C@H]1CN1